Density functional theory data (ωB97M-V/def2-TZVPD) for the ion C10H22NO with charge +1.

Structure (XYZ):
```
34
Properties=species:S:1:pos:R:3
C -2.459 -0.864 -3.965
C -1.400 -1.019 -2.856
C -1.045 0.125 -1.876
C -0.132 -0.477 -0.788
C 0.545 0.715 0.090
C 1.643 1.478 -0.727
C 1.119 0.038 1.314
C 1.900 -1.282 1.257
N 1.542 1.017 2.397
C 0.383 0.188 2.680
C -1.057 0.796 2.858
O 0.713 -0.728 3.751
H -3.470 -0.695 -3.620
H -2.093 0.014 -4.607
H -2.385 -1.812 -4.730
H -0.523 -1.531 -3.293
H -1.739 -1.675 -2.145
H -0.524 1.046 -2.453
H -1.901 0.494 -1.413
H -0.710 -1.095 -0.170
H 0.706 -1.112 -1.172
H -0.353 1.367 0.367
H 1.492 1.377 -1.822
H 2.735 1.229 -0.460
H 1.411 2.582 -0.539
H 2.964 -1.274 0.689
H 1.192 -2.014 0.856
H 2.141 -1.677 2.312
H 2.394 1.066 3.015
H 1.266 1.966 2.097
H -1.119 0.929 3.888
H -1.859 0.111 2.469
H -1.269 1.766 2.424
H -0.109 -1.050 4.172
```

* net charge: +1
* DFT total energy: -14255.617 eV
* multiplicity: 1
* M: 172.29 g mol⁻¹
* HOMO-LUMO gap: 10.7 eV

Atom charges from the Mulliken analysis, given in e for atoms 1 to 6: number 1, C, carries -1.1314; number 2, C, carries -0.7606; number 3, C, carries -0.2354; number 4, C, carries -1.7052; number 5, C, carries 1.0029; number 6, C, carries -1.2794

Density functional theory data (ωB97M-V/def2-TZVPD) for the ion C10H22NO3P2 with charge -1.

Structure (XYZ):
```
38
Properties=species:S:1:pos:R:3
C -2.145 -1.731 -2.518
C -2.781 -0.356 -2.550
O -1.983 0.660 -1.955
C -0.969 1.065 -2.715
O -0.950 0.960 -3.918
C 0.187 1.731 -1.999
C -0.138 2.355 -0.608
C 0.571 1.668 0.588
P -0.546 0.795 1.862
N -0.926 -0.522 0.539
C -1.943 -1.115 0.818
O -2.824 -1.915 0.946
P 1.095 -0.450 2.824
C 2.749 0.413 2.751
C 1.417 -2.020 1.824
C 2.480 -1.910 0.714
H -1.810 -2.031 -1.533
H -2.919 -2.440 -2.815
H -1.340 -1.847 -3.238
H -3.694 -0.395 -1.966
H -3.078 -0.134 -3.571
H 1.036 1.063 -1.903
H 0.479 2.538 -2.663
H -1.212 2.459 -0.472
H 0.262 3.367 -0.671
H 1.097 2.462 1.123
H 1.345 1.015 0.182
H -1.463 0.124 2.790
H -0.282 1.783 2.911
H -1.676 1.600 1.420
H 2.863 1.212 2.019
H 2.910 0.856 3.731
H 3.581 -0.275 2.615
H 1.841 -2.690 2.575
H 0.491 -2.492 1.517
H 2.499 -0.965 0.182
H 3.452 -2.110 1.156
H 2.323 -2.726 0.007
```

* net charge: -1
* DFT total energy: -36936.059 eV
* multiplicity: 1
* M: 266.24 g mol⁻¹
* HOMO-LUMO gap: 6.8 eV

Atom charges from the Mulliken analysis, given in e for atoms 1 to 6: number 1, C, carries -1.0586; number 2, C, carries -0.4206; number 3, O, carries -0.2327; number 4, C, carries 0.5347; number 5, O, carries -0.6370; number 6, C, carries -0.5632

Density functional theory data (ωB97M-V/def2-TZVPD) for a cluster of 2 separate species, C10H22NO8S in total.

Structure (XYZ):
```
42
Properties=species:S:1:pos:R:3
O 2.623 -1.377 -3.529
C 2.446 -0.183 -3.725
O 2.691 0.541 -4.680
O 1.806 0.472 -2.547
S 0.810 1.702 -2.788
O 1.574 2.893 -3.061
O 0.047 1.245 -4.160
C -1.365 1.248 -3.989
C -1.894 0.008 -3.244
C -1.047 -1.237 -3.380
O -1.670 -2.151 -4.302
H -1.833 1.356 -4.959
H -1.637 2.125 -3.401
H -2.914 -0.180 -3.565
H -1.939 0.264 -2.189
H -0.027 -1.038 -3.689
H -0.991 -1.739 -2.413
H -1.088 -2.914 -4.335
C -0.899 -1.792 4.611
O 0.035 -0.745 4.764
C 1.334 -1.026 4.254
C 1.627 -0.263 2.980
N 0.839 -0.756 1.862
C 0.846 0.100 0.669
C 0.356 1.537 0.797
O -1.041 1.676 1.022
C -1.463 1.487 2.354
H -1.756 -1.559 5.243
H -1.255 -1.881 3.579
H -0.478 -2.751 4.927
H 1.475 -2.101 4.108
H 2.044 -0.696 5.018
H 2.689 -0.375 2.740
H 1.438 0.800 3.187
H -0.117 -0.883 2.160
H 0.220 -0.393 -0.077
H 1.859 0.114 0.260
H 0.540 2.016 -0.165
H 0.920 2.114 1.541
H -0.729 1.859 3.074
H -1.682 0.435 2.562
H -2.392 2.045 2.487
```

* net charge: -1
* DFT total energy: -39431.800 eV
* multiplicity: 1
* M: 316.35 g mol⁻¹
* HOMO-LUMO gap: 7.7 eV

Atom charges from the Mulliken analysis, given in e for atoms 1 to 6: number 1, O, carries -0.6861; number 2, C, carries 0.6148; number 3, O, carries -0.6517; number 4, O, carries -0.1768; number 5, S, carries 0.6946; number 6, O, carries -0.6577

Density functional theory data (ωB97M-V/def2-TZVPD) for a structure of composition C10H23B2F2N2O12Tl.

Structure (XYZ):
```
52
Properties=species:S:1:pos:R:3
Tl -1.747 -0.898 2.983
B 0.073 0.659 1.328
H 0.278 -0.400 1.346
H 0.876 1.254 0.921
H -0.899 0.867 0.908
H -0.047 0.979 2.352
B -3.481 -1.209 0.518
H -2.767 -0.424 0.320
H -3.986 -1.528 -0.381
H -2.831 -1.990 0.882
H -4.191 -0.828 1.235
C 1.132 -4.835 1.077
C -0.120 -4.120 1.042
O -1.011 -4.460 0.259
O -0.234 -3.134 1.779
H 1.936 -4.151 0.809
H 1.087 -5.656 0.361
H 1.309 -5.155 2.104
C 1.927 -0.282 -1.270
C 2.123 -1.721 -0.914
O 3.383 -2.019 -1.516
C 3.582 -1.213 -2.555
O 4.512 -1.173 -3.350
O 2.726 -0.233 -2.451
F 1.219 -2.376 -1.627
H 2.274 0.275 -0.400
H 0.862 -0.107 -1.423
H 2.075 -2.030 0.130
C -2.125 1.392 -2.283
C -3.500 0.909 -2.575
O -3.255 0.224 -3.817
C -2.153 0.614 -4.337
O -1.695 0.309 -5.510
O -1.497 1.355 -3.527
F -4.367 1.987 -2.706
H -1.867 0.653 -1.525
H -2.099 2.422 -1.928
H -3.852 0.182 -1.843
C 2.628 1.928 3.353
N 2.207 0.501 3.351
O 1.315 0.145 4.119
O 2.812 -0.247 2.616
H 1.777 2.578 3.558
H 3.084 2.130 2.384
H 3.388 2.037 4.126
C -0.367 3.537 -0.243
N 0.178 4.202 0.980
O 1.352 4.038 1.256
O -0.620 4.835 1.626
H 0.377 2.824 -0.599
H -0.486 4.296 -1.016
H -1.292 3.055 0.072
```

* DFT total energy: -49755.302 eV
* multiplicity: 1
* M: 627.30 g mol⁻¹
* HOMO-LUMO gap: 3.1 eV

Atom charges from the Mulliken analysis, given in e for atoms 1 to 6: number 1, Tl, carries 0.8729; number 2, B, carries 0.9807; number 3, H, carries -0.4004; number 4, H, carries -0.4444; number 5, H, carries -0.5263; number 6, H, carries -0.0410

Density functional theory data (ωB97M-V/def2-TZVPD) for the ion C10H23BBrN2O7P2 with charge -1.

Structure (XYZ):
```
46
Properties=species:S:1:pos:R:3
C -0.347 -3.558 1.207
C -1.092 -2.552 2.065
C -0.164 -1.482 2.658
N -0.179 -0.210 1.945
C 0.515 -0.140 0.647
C 1.894 -0.746 0.523
O 2.955 0.039 1.045
C 2.970 0.220 2.435
O -0.346 -0.652 -0.300
B -1.390 0.323 -0.629
C -1.864 -0.055 -2.159
C -1.398 0.881 -3.218
C -0.841 0.252 -4.486
N -1.479 2.139 -3.104
P -3.022 0.305 0.514
O -2.667 1.321 1.792
Br -4.553 1.607 -0.605
O -0.709 1.626 -0.384
C 0.479 1.411 0.278
P 1.754 2.040 -0.900
O 2.243 1.131 -1.937
O 1.088 3.294 -1.607
O 2.925 2.684 -0.010
H -1.023 -4.293 0.786
H 0.107 -3.060 0.364
H 0.423 -4.070 1.774
H -1.813 -2.072 1.416
H -1.621 -3.067 2.855
H 0.829 -1.920 2.791
H -0.527 -1.270 3.658
H 0.136 0.520 2.567
H 2.102 -0.861 -0.530
H 1.948 -1.744 0.953
H 3.956 0.587 2.698
H 2.810 -0.705 2.985
H 2.272 0.986 2.755
H -2.944 -0.152 -2.269
H -1.455 -1.035 -2.359
H -0.688 -0.806 -4.334
H 0.111 0.718 -4.707
H -1.549 0.353 -5.301
H -1.097 2.558 -3.954
H -3.451 1.326 2.363
H 0.545 2.049 1.166
H 0.381 3.666 -1.053
H 3.775 2.413 -0.391
```

* net charge: -1
* DFT total energy: -117358.729 eV
* multiplicity: 1
* M: 435.96 g mol⁻¹
* HOMO-LUMO gap: 6.8 eV

Atom charges from the Mulliken analysis, given in e for atoms 1 to 6: number 1, C, carries -1.1334; number 2, C, carries -0.0991; number 3, C, carries -0.5935; number 4, N, carries 0.2062; number 5, C, carries 0.7469; number 6, C, carries -2.0961

Density functional theory data (ωB97M-V/def2-TZVPD) for a structure of composition C10H23BClHoLaO2.

Structure (XYZ):
```
39
Properties=species:S:1:pos:R:3
La 0.178 -0.238 -1.082
Cl -0.077 1.482 -3.040
C -1.809 -1.135 -1.042
H -1.822 -1.946 -0.320
H -2.186 -1.558 -1.956
H -2.570 -0.468 -0.675
Ho 0.591 -0.092 -5.771
C -1.665 0.562 -5.949
C 2.482 1.195 -5.208
C 1.066 -1.969 -6.815
H 2.893 0.531 -4.410
H 3.123 1.314 -6.101
H 2.063 2.125 -4.774
H -2.121 -0.233 -5.313
H -1.705 1.553 -5.454
H -1.968 0.539 -7.012
H 0.304 -2.641 -7.262
H 2.094 -2.367 -6.934
C 1.099 1.496 4.445
C 0.741 0.488 3.388
C 1.810 -0.627 3.369
O 0.722 1.155 2.127
B -0.134 0.279 1.427
O -1.013 -0.528 2.171
C -0.718 -0.101 3.505
C -0.845 -1.282 4.433
C -1.737 0.970 3.917
H 2.128 1.834 4.278
H 1.060 1.005 5.422
H 0.410 2.348 4.436
H 2.778 -0.153 3.166
H 1.880 -1.131 4.345
H 1.647 -1.385 2.583
H -0.568 -0.968 5.445
H -1.891 -1.609 4.455
H -0.192 -2.107 4.124
H -1.743 1.851 3.257
H -2.732 0.513 3.875
H -1.572 1.300 4.953
```

* net charge: -1
* DFT total energy: -54690.854 eV
* <S²>: 6.016
* multiplicity: 5
* M: 525.39 g mol⁻¹
* HOMO-LUMO gap (alpha / beta): 3.2 / 3.3 eV

Atom charges from the Mulliken analysis, given in e for atoms 1 to 6: number 1, La, carries 1.1524; number 2, Cl, carries -0.5959; number 3, C, carries -1.3928; number 4, H, carries 0.3668; number 5, H, carries 0.4487; number 6, H, carries 0.3329

Repeat the fifth record exactly.
Density functional theory data (ωB97M-V/def2-TZVPD) for the ion C10H23BBrN2O7P2 with charge -1.

Structure (XYZ):
```
46
Properties=species:S:1:pos:R:3
C -0.347 -3.558 1.207
C -1.092 -2.552 2.065
C -0.164 -1.482 2.658
N -0.179 -0.210 1.945
C 0.515 -0.140 0.647
C 1.894 -0.746 0.523
O 2.955 0.039 1.045
C 2.970 0.220 2.435
O -0.346 -0.652 -0.300
B -1.390 0.323 -0.629
C -1.864 -0.055 -2.159
C -1.398 0.881 -3.218
C -0.841 0.252 -4.486
N -1.479 2.139 -3.104
P -3.022 0.305 0.514
O -2.667 1.321 1.792
Br -4.553 1.607 -0.605
O -0.709 1.626 -0.384
C 0.479 1.411 0.278
P 1.754 2.040 -0.900
O 2.243 1.131 -1.937
O 1.088 3.294 -1.607
O 2.925 2.684 -0.010
H -1.023 -4.293 0.786
H 0.107 -3.060 0.364
H 0.423 -4.070 1.774
H -1.813 -2.072 1.416
H -1.621 -3.067 2.855
H 0.829 -1.920 2.791
H -0.527 -1.270 3.658
H 0.136 0.520 2.567
H 2.102 -0.861 -0.530
H 1.948 -1.744 0.953
H 3.956 0.587 2.698
H 2.810 -0.705 2.985
H 2.272 0.986 2.755
H -2.944 -0.152 -2.269
H -1.455 -1.035 -2.359
H -0.688 -0.806 -4.334
H 0.111 0.718 -4.707
H -1.549 0.353 -5.301
H -1.097 2.558 -3.954
H -3.451 1.326 2.363
H 0.545 2.049 1.166
H 0.381 3.666 -1.053
H 3.775 2.413 -0.391
```

* net charge: -1
* DFT total energy: -117358.729 eV
* multiplicity: 1
* M: 435.96 g mol⁻¹
* HOMO-LUMO gap: 6.8 eV

Atom charges from the Mulliken analysis, given in e for atoms 1 to 6: number 1, C, carries -1.1334; number 2, C, carries -0.0991; number 3, C, carries -0.5935; number 4, N, carries 0.2062; number 5, C, carries 0.7469; number 6, C, carries -2.0961

Question: What is the M in the sixth record?
Answer: 525.39 g mol⁻¹

Question: Number 3 is which compound?
Answer: C10H22NO8S